No. 1
30
Properties=species:S:1:pos:R:3:forces:R:3:lowdin_charge:R:1 method="wB97M-V/def2-TZVPD" gap_ev=7.5793 e_lumo_ev=-3.50 homo_energy_ev=-11.075 charge=+1 multiplicity=1 de_lowest_kcal_mol=0.7
B -0.8450 0.3054 -0.1744 -3.39 0.08 -3.10 -0.624
C -3.6848 -0.9800 -3.2357 -0.21 0.05 -0.11 -0.198
C -2.5981 -1.0966 -2.3369 0.04 0.14 0.15 -0.236
C -4.2885 0.2333 -3.1580 -0.01 0.27 0.09 -0.409
C -2.4208 0.0369 -1.6110 3.39 0.81 3.27 -0.456
C 3.9603 3.9185 1.8299 -0.08 -0.12 0.06 0.046
C 2.9796 3.0471 2.0426 0.26 0.06 0.33 -0.185
C 1.8851 2.8649 1.1213 -0.35 -0.21 -0.21 -0.193
C 0.8694 2.0244 1.3153 -0.24 0.02 -0.31 -0.430
C 1.0883 -2.6803 0.6272 0.51 0.66 0.14 -0.089
C 0.6798 -1.2616 1.0609 0.25 0.02 0.28 -0.141
N -0.1798 -3.3901 0.3101 -0.38 0.14 -0.17 0.194
O -0.3894 -0.9017 0.2016 0.20 -0.58 0.08 -0.053
S -3.5494 1.2621 -1.9916 0.14 -0.60 -0.18 0.982
S -0.4889 1.9926 0.1528 0.18 0.07 0.14 1.027
H -3.9949 -1.7615 -3.9050 -0.11 -0.10 -0.16 0.102
H -1.9813 -1.9764 -2.2590 0.14 -0.15 -0.01 0.080
H -5.1251 0.5926 -3.7207 -0.24 0.04 -0.17 0.065
H 4.7626 4.0566 2.5326 0.14 -0.02 0.16 0.064
H 3.9873 4.5298 0.9442 -0.04 0.12 -0.22 0.067
H 2.9620 2.4459 2.9439 0.06 0.00 0.09 0.106
H 1.9023 3.4609 0.2190 0.00 0.09 -0.15 0.113
H 0.7515 1.4283 2.2067 0.09 0.01 0.19 0.076
H 1.6556 -3.1908 1.4040 -0.12 -0.06 -0.08 0.143
H 1.6891 -2.6264 -0.2819 -0.16 -0.12 0.03 0.146
H 0.3247 -1.2589 2.0985 0.04 0.03 -0.14 0.149
H 1.5211 -0.5702 0.9682 -0.07 -0.16 0.01 0.137
H -0.6385 -3.7608 1.1486 0.04 0.04 -0.21 0.184
H -0.0677 -4.1438 -0.3736 -0.07 0.16 0.15 0.181
H -0.7662 -2.6000 -0.0794 -0.02 -0.66 0.05 0.153

No. 2
11
Properties=species:S:1:pos:R:3:forces:R:3:lowdin_charge:R:1 method="wB97M-V/def2-TZVPD" gap_ev=9.3738 e_lumo_ev=-4.68 smiles=c1nsc2n[nH]c[n+]12 homo_energy_ev=-14.051 charge=+1 multiplicity=1 de_lowest_kcal_mol=0.0
C 0.7015 -1.5432 -0.0142 2.82 -2.52 -0.09 -0.183
C -1.2922 0.1500 0.0383 1.52 -0.90 -0.42 0.021
C 0.8972 0.6219 -0.1153 -4.01 6.32 0.83 -0.418
N 1.9995 -1.4074 -0.0391 -0.38 0.19 0.56 -0.216
N 0.0411 1.9667 -0.0351 3.66 -3.96 -0.86 0.138
N -1.1708 1.4712 -0.0208 -0.33 -2.30 0.48 0.005
N -0.0173 -0.3978 -0.0729 0.19 3.09 0.35 -0.006
S 2.5368 0.2020 0.0269 -1.84 -1.04 -0.69 1.151
H 0.4210 -2.5929 0.0457 -1.01 0.50 -0.13 0.159
H -2.0996 -0.5083 0.2265 -1.05 0.13 -0.15 0.151
H -2.0173 2.0379 -0.0401 0.42 0.50 0.13 0.199

No. 3
23
Properties=species:S:1:pos:R:3:forces:R:3:lowdin_charge:R:1 method="wB97M-V/def2-TZVPD" gap_ev=10.3687 e_lumo_ev=-3.04 homo_energy_ev=-13.405 charge=+1 multiplicity=1 de_lowest_kcal_mol=50.1
N 0.3183 1.6861 -1.1613 -0.88 0.04 -1.92 -0.021
C 1.0702 0.7162 -2.1137 -1.35 0.24 0.54 -0.209
C 1.5819 -1.6152 -1.3810 0.37 0.77 1.25 0.015
C 1.8592 -0.2975 -1.3285 -0.26 -0.88 -1.49 -0.191
H -0.3912 2.2646 -1.7280 1.52 -1.12 0.93 0.138
H 1.0102 2.3520 -0.8505 0.13 0.34 0.21 0.086
H 1.7261 1.2840 -2.7687 0.03 0.14 -0.01 0.110
H 0.3036 0.2283 -2.7539 0.48 0.24 0.54 0.122
H 2.2617 -2.2314 -0.7982 -0.06 -0.32 -0.36 0.065
H 0.6931 -2.1238 -1.7816 0.41 0.65 -0.07 0.082
H 2.8396 0.0333 -0.9660 -0.48 -0.15 0.30 0.108
C -0.1067 -1.0405 1.8824 0.03 -0.72 0.41 -0.029
C -1.2957 -0.2830 1.4531 -2.44 -1.67 0.13 -0.416
C -2.5713 -0.7145 1.3996 1.39 -0.75 0.24 0.110
N -1.0190 1.0568 1.0947 3.02 0.93 0.67 0.156
H -0.4403 -2.0281 2.2392 0.34 0.36 -0.19 0.104
H 0.6065 -1.1605 1.0613 0.03 0.03 0.23 0.060
H 0.3699 -0.5244 2.7339 0.02 -0.20 -0.30 0.103
H -3.3950 -0.0456 1.1732 0.03 -0.18 -0.12 0.074
H -2.7676 -1.7967 1.5893 0.00 1.21 -0.07 0.099
H -0.4784 1.1587 0.1015 0.08 0.27 0.16 0.113
H -0.3587 1.4559 1.8190 -0.80 -0.26 -1.00 0.191
H -1.8163 1.6253 1.0844 -1.61 1.04 -0.10 0.130

No. 4
19
Properties=species:S:1:pos:R:3:forces:R:3:lowdin_charge:R:1 method="wB97M-V/def2-TZVPD" gap_ev=9.4724 e_lumo_ev=0.45 smiles=OCCCS.O.O homo_energy_ev=-9.020 charge=0 multiplicity=1 de_lowest_kcal_mol=8.8
C 1.4253 0.7303 0.5826 0.03 -0.93 -1.20 -0.247
O 1.2113 0.3386 -0.7926 0.17 -0.62 0.26 -0.104
C 0.0895 0.7626 1.2759 -0.98 0.91 1.15 -0.275
C -0.9904 1.5964 0.5909 -0.50 -0.07 -0.14 -0.552
S -2.5145 1.7428 1.6297 0.47 -0.02 0.03 0.678
H 2.0974 0.0162 1.0679 -0.09 -0.07 0.12 0.113
H 2.0055 1.6439 0.4902 -0.47 0.47 0.37 0.117
H 0.9074 -0.5910 -0.7860 0.10 0.41 -0.03 0.041
H -0.3569 -0.2225 1.4379 0.45 -0.24 -0.25 0.107
H 0.1465 1.1755 2.2925 0.49 -0.09 -0.02 0.103
H -1.3703 1.1041 -0.2982 0.40 0.12 -0.26 0.057
H -0.6603 2.6024 0.3424 0.13 -0.04 -0.06 0.070
H -3.3454 1.4029 0.6462 -0.20 -0.01 0.00 -0.167
H -0.5686 -2.6154 -1.3352 1.05 0.00 0.56 0.081
H 0.8324 -3.2422 -1.3229 0.32 -0.48 -0.42 0.016
O 0.2966 -2.6062 -0.8596 -1.37 0.56 -0.17 -0.051
H 2.5706 -2.3433 -2.1836 -0.05 0.53 0.91 0.008
H 2.8799 -2.3502 -3.6181 0.05 -0.08 -0.45 0.043
O 2.6334 -2.9471 -2.9102 0.01 -0.35 -0.40 -0.039

No. 5
47
Properties=species:S:1:pos:R:3:forces:R:3:lowdin_charge:R:1 method="wB97M-V/def2-TZVPD" gap_ev=9.0664 e_lumo_ev=0.65 smiles="CCOc1ccc(N([C@H](C)C(=O)NCc2ccco2)S(C)(=O)=O)cc1" homo_energy_ev=-8.414 charge=0 multiplicity=1 de_lowest_kcal_mol=56.2
C -0.5316 -7.0594 -0.3924 -0.24 0.29 -0.19 -0.063
C -1.7943 -6.4145 -0.9565 0.04 -0.40 0.25 -0.247
O -1.5187 -5.2666 -1.7342 0.09 0.29 -0.13 -0.048
C -1.1807 -4.0983 -1.1277 0.06 0.21 -0.03 -0.264
C -0.8014 -3.0624 -1.9862 -0.04 -0.16 0.04 0.021
C -0.4693 -1.8219 -1.4921 -0.18 -0.19 0.11 -0.008
C -0.4954 -1.5795 -0.1216 -0.27 -0.69 -0.32 -0.298
C -0.8598 -2.6079 0.7346 0.12 0.32 -0.09 -0.019
C -1.2083 -3.8545 0.2410 -0.12 -0.35 -0.06 -0.012
H -1.4938 -4.6225 0.9427 -0.02 -0.09 0.01 0.106
H -0.8814 -2.4519 1.8034 -0.01 0.04 0.11 0.117
N -0.1136 -0.2899 0.3256 0.84 0.22 -0.07 -0.143
S 1.5469 -0.0334 0.2945 0.70 -0.19 0.11 0.648
O 2.0923 -0.8755 -0.7250 -0.07 -0.29 0.09 -0.274
O 1.7636 1.3766 0.1662 0.02 0.06 0.33 -0.282
C 2.1753 -0.5830 1.9001 -0.43 0.34 -0.73 -0.087
H 1.8361 -1.5981 2.0597 -0.06 -0.22 0.02 0.065
H 3.2546 -0.5490 1.8334 0.19 0.01 -0.11 0.072
H 1.8158 0.1014 2.6594 -0.09 0.07 0.10 0.049
C -0.8324 0.2796 1.4543 -0.27 0.16 0.36 -0.295
C -2.3302 0.3471 1.1480 0.22 -0.15 0.08 -0.016
H -2.5071 0.8185 0.1853 -0.04 0.07 -0.09 0.086
H -2.7495 -0.6555 1.1125 -0.06 -0.02 -0.01 0.078
H -2.8373 0.9148 1.9241 -0.04 0.03 0.05 0.094
C -0.2689 1.6682 1.7973 -0.53 -0.07 0.34 -0.505
O 0.3650 1.8337 2.8221 0.10 0.07 0.30 0.059
N -0.6369 2.6613 0.9751 -0.15 0.23 -0.25 0.090
H -0.9846 2.4241 0.0598 0.00 -0.05 0.03 0.146
C -0.1357 4.0133 1.1537 -0.06 0.21 0.19 -0.075
C 0.2974 4.6135 -0.1384 0.46 -0.64 -0.24 -0.261
C 1.1671 4.1722 -1.0915 -0.36 0.11 0.49 -0.015
C 1.1599 5.1543 -2.1127 -0.33 0.47 0.04 -0.058
C 0.2888 6.1152 -1.7043 0.50 -0.15 -0.63 -0.127
O -0.2457 5.7961 -0.5120 -0.26 0.08 0.36 0.043
H -0.0252 7.0383 -2.1495 -0.11 0.13 0.02 0.116
H 1.7277 5.1438 -3.0202 0.09 0.07 -0.21 0.099
H 1.7291 3.2621 -1.0479 0.10 -0.16 0.02 0.088
H -0.9221 4.6418 1.5885 0.20 -0.01 0.01 0.135
H 0.6970 3.9480 1.8619 -0.17 0.08 -0.08 0.135
H -0.6841 -0.3218 2.3657 0.04 0.21 -0.14 0.143
H -0.1671 -1.0280 -2.1545 0.01 0.08 -0.10 0.122
H -0.7803 -3.2618 -3.0455 0.01 -0.02 -0.14 0.122
H -2.5059 -6.1794 -0.1552 0.02 0.00 -0.12 0.115
H -2.2806 -7.1016 -1.6547 0.00 0.10 0.15 0.123
H -0.0112 -6.3766 0.2747 0.07 0.00 0.09 0.067
H -0.7931 -7.9604 0.1557 0.00 -0.10 0.08 0.077
H 0.1409 -7.3218 -1.2049 0.07 -0.05 -0.05 0.080

No. 6
63
Properties=species:S:1:pos:R:3:forces:R:3:lowdin_charge:R:1 method="wB97M-V/def2-TZVPD" gap_ev=8.9764 e_lumo_ev=0.37 smiles="Cc1ccc(-c2nnn(CC(=O)N(CCO)[C@H](C(=O)NC3CCCCC3)c3ccncc3)n2)o1" homo_energy_ev=-8.605 charge=0 multiplicity=1 de_lowest_kcal_mol=0.7
C 6.2328 1.6711 1.7261 -0.23 0.06 -0.24 0.004
C 5.6683 0.6079 0.8582 0.80 -0.62 0.32 -0.306
C 6.0943 -0.6597 0.5666 -0.10 0.67 0.25 -0.011
C 5.1452 -1.2121 -0.3176 -0.79 0.60 -0.28 0.012
C 4.1991 -0.2377 -0.5075 0.93 -1.00 0.11 -0.219
C 2.9914 -0.2392 -1.2677 -1.06 0.67 -0.33 -0.263
N 2.1369 0.7819 -1.3289 0.66 -0.01 0.29 0.186
N 1.1837 0.3059 -2.1072 0.87 -0.20 0.15 -0.166
N 1.4210 -0.9182 -2.5063 -0.90 -0.21 -0.67 0.082
N 2.5402 -1.2828 -2.0001 0.72 -0.37 0.28 0.104
C -0.0169 1.0176 -2.4186 -0.79 0.20 -0.08 -0.009
H 0.2095 2.0682 -2.6058 0.08 -0.16 -0.02 0.133
C -1.0581 0.8236 -1.2987 0.19 -0.02 -0.45 -0.413
O -1.9375 -0.0063 -1.4712 -0.01 -0.17 -0.27 0.057
N -0.9638 1.5680 -0.1850 -0.30 0.14 0.20 0.007
C 0.1390 2.4380 0.1630 0.58 0.22 0.28 -0.118
H -0.2577 3.4053 0.4864 0.01 -0.04 -0.07 0.136
H 0.7820 2.6048 -0.6995 -0.15 0.03 0.13 0.097
C 1.0237 1.8448 1.2856 -0.35 -0.11 -0.13 -0.245
O 2.2576 2.4973 1.3501 0.44 0.33 -0.08 -0.056
H 2.8043 2.2042 0.6073 -0.12 0.01 0.11 0.054
H 1.1508 0.7686 1.1060 -0.10 0.05 0.04 0.113
H 0.5513 1.9693 2.2618 -0.03 -0.09 -0.11 0.119
C -1.9712 1.3896 0.8689 -0.04 -0.19 0.16 -0.116
C -3.3787 1.3775 0.3188 -0.36 0.12 -0.01 -0.167
C -3.7478 2.2679 -0.6848 -0.11 -0.12 0.17 -0.016
C -5.0562 2.2576 -1.1374 0.34 0.23 -0.06 -0.140
N -5.9883 1.4544 -0.6560 -0.55 -0.06 -0.19 0.057
C -5.6438 0.6241 0.3110 0.10 -0.14 0.22 -0.134
C -4.3628 0.5449 0.8363 0.09 0.24 -0.05 -0.002
H -4.1424 -0.1465 1.6338 -0.02 -0.10 0.06 0.112
H -6.4347 -0.0127 0.6846 -0.01 -0.10 0.10 0.106
H -5.3769 2.9294 -1.9227 0.06 0.09 -0.07 0.105
H -3.0283 2.9506 -1.1119 0.06 0.06 -0.07 0.116
H -1.8834 2.2585 1.5323 0.06 -0.21 -0.07 0.168
C -1.6234 0.1569 1.7405 -0.17 0.44 -0.24 -0.462
O -1.2834 0.2924 2.8988 0.08 0.10 0.38 0.073
N -1.7081 -1.0070 1.0929 -0.04 -0.53 -0.32 0.130
H -2.0173 -1.0081 0.1277 0.03 0.25 0.09 0.101
C -1.2680 -2.2683 1.6528 0.22 -0.20 0.47 -0.293
C 0.0219 -2.7307 0.9630 -0.09 0.16 -0.07 -0.134
C -0.2248 -3.1211 -0.4920 0.11 -0.27 0.17 -0.208
C -1.2884 -4.2106 -0.5737 -0.10 0.25 -0.18 -0.197
C -2.5897 -3.7242 0.0568 0.11 -0.28 0.18 -0.194
C -2.3636 -3.3281 1.5143 -0.04 0.19 -0.09 -0.142
H -3.2906 -2.9491 1.9495 0.01 -0.02 0.09 0.113
H -2.0610 -4.2085 2.0847 -0.01 -0.05 0.05 0.119
H -3.3444 -4.5120 0.0108 -0.08 0.08 -0.05 0.110
H -2.9702 -2.8716 -0.5100 -0.10 0.04 -0.08 0.109
H -1.4595 -4.4818 -1.6165 0.02 -0.10 -0.01 0.110
H -0.9384 -5.1015 -0.0465 0.01 -0.10 0.00 0.114
H 0.7083 -3.4674 -0.9399 0.00 0.08 -0.06 0.103
H -0.5571 -2.2548 -1.0674 0.04 0.05 -0.08 0.085
H 0.4156 -3.5914 1.5071 0.06 -0.06 0.05 0.120
H 0.7680 -1.9336 1.0219 0.03 0.01 0.08 0.106
H -1.0674 -2.0743 2.7127 -0.05 -0.06 -0.20 0.146
H -0.4410 0.5544 -3.3129 0.06 0.12 0.21 0.140
O 4.5212 0.8697 0.2053 -0.33 0.21 -0.15 0.073
H 5.1415 -2.1873 -0.7578 -0.06 -0.21 -0.12 0.115
H 6.9753 -1.1382 0.9420 0.20 -0.03 0.13 0.111
H 5.4357 2.1356 2.3037 0.00 0.04 0.11 0.088
H 6.7055 2.4460 1.1224 0.05 0.07 0.02 0.089
H 6.9744 1.2482 2.3967 0.02 -0.02 0.03 0.087